A 3-piece molecular cluster, C10H14N2O2 overall at a distorted geometry. Source: the Open Molecules 2025 dataset; level of theory: wB97M-V/def2-TZVPD.

Values from the calculation:
- HOMO (Ha) = -0.28297
- orbital gap (hartree) = 0.300
- lowest unoccupied orbital energy (Ha) = 0.0166

Geometry as XYZ:
```
28
Properties=species:S:1:pos:R:3:forces:R:3:nbo_charge:R:1
O -3.128 0.353 1.307 -0.05 -0.12 0.96 -0.543
O -3.566 1.876 -0.375 -0.25 0.23 0.96 -0.494
N 0.105 -3.036 -0.195 -1.37 0.77 0.07 -0.437
N -0.533 -1.194 0.940 -1.53 -0.71 2.40 -0.549
C 0.142 1.592 0.581 -5.29 0.44 -0.24 -0.586
C 0.978 0.519 0.086 0.49 -0.93 0.59 -0.128
C -1.530 0.498 -1.854 0.25 -3.16 0.06 -0.303
C -0.631 -2.543 0.777 -0.37 -2.46 0.97 0.108
C -3.369 1.163 0.520 0.11 0.06 -1.81 1.045
C -1.506 -0.681 -1.486 -0.20 6.32 -2.42 -0.186
C 2.038 0.309 1.200 -0.49 -0.92 0.01 -0.580
C 0.273 -0.789 -0.034 1.79 -0.01 -1.20 0.195
C 0.577 -1.924 -0.792 2.15 1.03 0.95 -0.125
C 1.709 0.870 -1.177 -0.06 -2.77 -0.02 -0.591
H 2.641 1.186 1.314 0.53 0.51 -0.04 0.208
H -1.994 -1.511 -1.269 -1.41 -3.84 1.22 0.195
H 1.391 -2.036 -1.479 -0.05 0.35 -0.67 0.211
H 1.569 0.100 2.167 -0.06 0.07 -0.14 0.206
H -0.588 2.002 -0.188 0.96 -0.40 0.86 0.216
H 0.661 2.375 0.967 1.93 2.45 0.72 0.213
H 2.632 -0.566 0.949 0.36 0.03 0.05 0.216
H -1.003 1.312 -2.234 0.09 1.17 -0.28 0.217
H 2.122 1.808 -1.085 0.98 2.21 -0.03 0.209
H 2.505 0.119 -1.080 0.28 0.34 -1.20 0.213
H -1.073 -3.301 1.414 -0.58 0.89 0.45 0.207
H 1.141 0.747 -2.103 0.13 0.01 0.25 0.223
H -1.039 -0.602 1.664 1.06 -1.29 -1.63 0.450
H -0.525 1.353 1.466 0.64 -0.26 -0.83 0.187
```
Positions in Å, forces in eV/Å.

A 2-piece molecular cluster, C2H3FS overall. Source: the Open Molecules 2025 dataset; level of theory: wB97M-V/def2-TZVPD.

Values from the calculation:
- HOMO (spin up / spin down) (Ha) = -0.30975 / -0.36486
- orbital gap (spin up / spin down) (hartree) = 0.306 / 0.351
- lowest unoccupied orbital energy (spin up / spin down) (Ha) = -0.0035 / -0.0143

Geometry as XYZ:
```
7
Properties=species:S:1:pos:R:3:forces:R:3:nbo_charge:R:1
S -1.960 0.894 -0.193 -0.35 0.20 -0.05 0.178
F -1.554 -1.791 0.001 -0.05 -0.05 0.22 -0.313
C -1.070 -0.574 -0.207 0.49 0.14 -0.38 0.224
C -0.508 0.325 0.792 0.19 -0.20 0.14 -0.533
H 0.703 -0.849 -2.385 -0.16 0.02 0.21 -0.013
H 0.415 0.841 0.561 0.01 -0.03 -0.05 0.232
H -0.677 0.153 1.852 -0.13 -0.07 -0.08 0.225
```
Positions in Å, forces in eV/Å.

Summary of energy relative to the best compared isomer or geometry (same formula, charge and spin) in kcal per mole
54.7; 109.0
(order as listed above)